[1]
Formula: C4H5I3N4
Source: the Open Molecules 2025 dataset
Level of theory: wB97M-V/def2-TZVPD

Geometry as XYZ:
```
16
C4H5I3N4 | the Open Molecules 2025 dataset | wB97M-V/def2-TZVPD
I -5.60066 -1.62532 -0.77956
C -2.88740 -0.25372 -0.35181
C -1.80626 0.77558 -0.04148
H 2.47489 -0.54659 0.52096
H -1.86844 1.35418 0.79781
H 1.10849 1.37065 0.09430
N -0.41967 -1.30536 0.15138
I -4.97990 1.03699 1.41651
C 1.64604 -0.61934 -0.27296
C -4.09779 -0.34284 0.06676
H -2.63792 -0.95506 -1.05164
H 2.23924 -1.01884 -1.19846
N 0.76090 0.55926 -0.46552
I -1.76120 2.22598 -1.60191
N -0.53371 -0.01225 -0.00934
N 0.75432 -1.65392 0.03292
```

Calculated values
**ΔE to the lowest compared entry with this formula, charge and spin**: 12.0 kcal/mol
**E**: -34486.6856 eV
**HOMO energy**: -0.3098 Ha
**Total charge**: 0
**Spin multiplicity**: 1
**Orbital gap**: 8.0504 eV

***

[2]
Formula: C4H5IN2S
Source: the Open Molecules 2025 dataset
Level of theory: wB97M-V/def2-TZVPD

Geometry as XYZ:
```
13
C4H5IN2S | the Open Molecules 2025 dataset | wB97M-V/def2-TZVPD
H -0.01430 1.80300 -2.20403
C -0.18077 1.24107 -1.29477
S 1.70008 -0.81365 1.46055
N 0.99199 0.86006 -0.65219
C -1.19794 0.52917 -0.67934
N -0.71311 -0.14394 0.37483
H 0.09358 -3.01236 0.63929
C 0.61917 0.02001 0.42961
H 1.97590 1.02172 -0.91140
H -2.09216 0.22492 -1.14154
H 1.83897 -3.58695 1.02829
C 1.23358 -2.90030 0.53908
I 1.60097 -2.75180 -1.54523
```

Calculated values
**ΔE to the lowest compared entry with this formula, charge and spin**: 24.1 kcal/mol
**E**: -26143.2247 eV
**HOMO energy**: -0.3084 Ha
**Total charge**: 0
**Spin multiplicity**: 1
**Orbital gap**: 7.7789 eV

***

[3]
Formula: C4H5IO2S
Source: the Open Molecules 2025 dataset
Level of theory: wB97M-V/def2-TZVPD

Geometry as XYZ:
```
13
C4H5IO2S | the Open Molecules 2025 dataset | wB97M-V/def2-TZVPD
I 3.32593 -0.29769 0.57719
H -0.34594 1.83822 1.40701
C -0.59888 -0.83648 -1.05650
H 0.60976 -0.77618 1.23163
C -0.05871 1.40866 0.43599
C 1.26696 -0.64544 0.39624
S -1.35499 0.21949 0.25695
O -1.33248 -0.54789 1.47646
H 0.22887 2.14065 -0.33478
H -1.24719 -1.19797 -1.72921
O -2.51092 0.94195 -0.11992
C 0.73313 -0.94856 -0.81927
H 1.28446 -1.29877 -1.72179
```

Calculated values
**ΔE to the lowest compared entry with this formula, charge and spin**: 62.8 kcal/mol
**E**: -27254.6151 eV
**HOMO energy (spin up / spin down)**: -0.3443 / -0.3201 Ha
**Total charge**: 0
**Spin multiplicity**: 1
**Orbital gap (spin up / spin down)**: 7.8472 / 7.5768 eV

***

[4]
Formula: C4H5LaO2
Source: the Open Molecules 2025 dataset
Level of theory: wB97M-V/def2-TZVPD

Geometry as XYZ:
```
12
C4H5LaO2 | the Open Molecules 2025 dataset | wB97M-V/def2-TZVPD
O 2.49571 -1.08561 -1.22836
C -0.37797 0.39574 0.45716
C 1.78427 -0.12679 -0.45767
La -5.42769 -0.57910 -0.03285
H -0.04905 1.47490 0.36111
C 0.33050 -0.39351 -0.43352
C -1.70445 0.20125 0.84341
H -1.91411 0.21965 1.92665
H 2.18522 -0.10455 0.57660
H 3.42921 -0.85614 -1.22753
H 1.94668 0.89138 -0.86750
O -2.69832 -0.03722 0.08250
```

Calculated values
**ΔE to the lowest compared entry with this formula, charge and spin**: 0.0 kcal/mol
**E**: -9159.6721 eV
**HOMO energy (spin up / spin down)**: -0.5688 / -0.5636 Ha
**Total charge**: +2
**Spin multiplicity**: 1
**Orbital gap (spin up / spin down)**: 5.8466 / 5.8268 eV

***

[5]
Formula: C4H5LiMnO2
Source: the Open Molecules 2025 dataset
Level of theory: wB97M-V/def2-TZVPD

Geometry as XYZ:
```
13
C4H5LiMnO2 | the Open Molecules 2025 dataset | wB97M-V/def2-TZVPD
H -1.14936 -0.59923 1.36659
C 0.83092 -0.54921 0.51022
C 1.28073 0.73571 0.24654
H 0.52961 1.53192 0.10247
O -2.33137 -0.01075 -0.83339
Li -3.42729 1.09785 0.00811
O 2.51147 1.07073 0.19840
H 1.57869 -1.33385 0.64644
H -0.64746 -0.76295 -1.72026
H -0.98416 -2.03401 -0.16087
C -0.56042 -0.91494 0.49751
Mn 3.63089 2.48489 -0.06038
C -1.26227 -0.71615 -0.80138
```

Calculated values
**E**: -39839.3485 eV
**HOMO energy (spin up / spin down)**: -0.3735 / -0.4356 Ha
**Total charge**: +1
**Expectation value of S²**: 12.002
**Spin multiplicity**: 7
**Orbital gap (spin up / spin down)**: 6.0057 / 7.6918 eV

***

[6]
Formula: C4H5LiO2Sc
Source: the Open Molecules 2025 dataset
Level of theory: wB97M-V/def2-TZVPD

Geometry as XYZ:
```
13
C4H5LiO2Sc | the Open Molecules 2025 dataset | wB97M-V/def2-TZVPD
O -2.91221 -0.02720 -0.43876
C 0.41146 -0.22032 0.93987
C 1.14370 0.77905 0.23355
Sc 3.95459 2.31851 -0.00356
O 2.32722 1.05726 0.50529
C -1.61730 -0.34688 -0.65815
C -0.85983 -0.59207 0.61282
H -1.46847 -1.03917 1.40708
Li -4.23325 0.36618 0.56519
H -1.08548 0.35188 -1.33316
H 0.92374 -0.70072 1.77626
H -1.42902 -1.41452 -1.04707
H 0.64347 1.32604 -0.58256
```

Calculated values
**ΔE to the lowest compared entry with this formula, charge and spin**: 0.0 kcal/mol
**E**: -29210.1518 eV
**HOMO energy (spin up / spin down)**: -0.5310 / -0.5307 Ha
**Total charge**: +2
**Expectation value of S²**: 0.752
**Spin multiplicity**: 2
**Orbital gap (spin up / spin down)**: 4.3153 / 4.3399 eV

***

[7]
Formula: C4H5MnO6
Source: the Open Molecules 2025 dataset
Level of theory: wB97M-V/def2-TZVPD

Geometry as XYZ:
```
16
C4H5MnO6 | the Open Molecules 2025 dataset | wB97M-V/def2-TZVPD
H -0.53466 1.49468 1.09385
H 0.56890 0.98738 2.37874
C 0.23177 0.74184 1.35496
H 2.23722 0.25767 0.56795
H 1.83405 1.96906 0.62146
H -1.46040 0.04830 -1.60196
O -1.70768 -2.27480 0.02469
O -0.33641 0.18017 -2.35910
O -2.60079 -0.28019 -0.55554
O -0.33017 -0.53246 1.26170
O 1.00172 -1.21412 -1.22110
C -2.31230 -1.18211 0.30256
Mn 0.21237 -2.08758 0.32379
C 0.69507 -0.07476 -1.65111
C 1.41733 0.97327 0.42900
O 1.08399 0.99366 -0.96989
```

Calculated values
**ΔE to the lowest compared entry with this formula, charge and spin**: 35.8 kcal/mol
**E**: -47831.1766 eV
**HOMO energy (spin up / spin down)**: -0.3077 / -0.3679 Ha
**Total charge**: 0
**Expectation value of S²**: 12.010
**Spin multiplicity**: 7
**Orbital gap (spin up / spin down)**: 7.3455 / 8.6755 eV

***

[8]
Formula: C4H5N
Source: the Open Molecules 2025 dataset
Level of theory: wB97M-V/def2-TZVPD

Geometry as XYZ:
```
10
C4H5N | the Open Molecules 2025 dataset | wB97M-V/def2-TZVPD
H 1.56122 0.50389 1.20416
H -3.86634 -0.70697 0.19690
H 2.12236 -0.95133 0.25503
C -2.95889 -0.30210 0.06952
C -1.81362 0.05567 0.19415
N -0.50928 0.18722 0.32369
H 0.45887 0.14439 -1.63497
H 2.64117 0.77972 -0.22595
C 1.83770 0.11540 0.22679
C 0.52682 0.17412 -0.60932
```

Calculated values
**ΔE to the lowest compared entry with this formula, charge and spin**: 81.6 kcal/mol
**SMILES**: C#C/N=C/C
**E**: -5715.3069 eV
**HOMO energy**: -0.3296 Ha
**Total charge**: 0
**Spin multiplicity**: 1
**Orbital gap**: 8.9803 eV

***

[9]
Formula: C4H5N
Source: the Open Molecules 2025 dataset
Level of theory: wB97M-V/def2-TZVPD

Geometry as XYZ:
```
10
C4H5N | the Open Molecules 2025 dataset | wB97M-V/def2-TZVPD
C 0.25100 -0.41324 0.56053
H 0.89192 -0.88545 1.52324
N 1.14005 -0.34322 -0.66719
H 2.27350 0.85927 0.71202
C 1.27001 0.73056 0.09693
H 0.66398 1.69902 -0.12326
C -2.13743 0.26430 -0.17709
C -1.11285 -0.33765 0.14094
H -3.11993 0.44219 -0.30960
H 1.68576 -1.17625 -0.86002
```

Calculated values
**ΔE to the lowest compared entry with this formula, charge and spin**: 114.8 kcal/mol
**SMILES**: C#C[C@@H]1CN1
**E**: -5713.8681 eV
**HOMO energy**: -0.3318 Ha
**Total charge**: 0
**Spin multiplicity**: 1
**Orbital gap**: 10.1156 eV

***

[10]
Formula: C4H5N
Source: the Open Molecules 2025 dataset
Level of theory: wB97M-V/def2-TZVPD

Geometry as XYZ:
```
10
C4H5N | the Open Molecules 2025 dataset | wB97M-V/def2-TZVPD
C 0.23142 -0.15545 0.00122
H 2.22941 -0.04452 -0.65160
H 1.61265 -1.68054 -0.35767
N -1.94620 -0.93182 0.00180
H -2.86458 0.93713 -0.01096
H 2.00589 -0.63246 1.00772
H -0.30212 1.93229 0.01147
C -1.94453 0.33921 -0.00375
C -0.60803 0.88306 0.00293
C 1.58611 -0.64691 -0.00116
```

Calculated values
**ΔE to the lowest compared entry with this formula, charge and spin**: 110.2 kcal/mol
**E**: -5714.0681 eV
**HOMO energy (spin up / spin down)**: -0.3426 / -0.3076 Ha
**Total charge**: 0
**Spin multiplicity**: 1
**Orbital gap (spin up / spin down)**: 9.7864 / 8.7837 eV

***

Among the records above, which one has the lowest E? C4H5MnO6